Density functional theory data (ωB97M-V/def2-TZVPD) for the ion C37H31F6N4 with charge +1 in a non-equilibrium geometry.

Atoms and positions in Å:
F (-5.401, 1.975, -4.318)
C (-5.082, 1.382, -3.141)
F (-4.293, 2.254, -2.429)
F (-6.244, 1.240, -2.415)
C (-4.394, 0.055, -3.273)
N (-4.265, -0.536, -1.934)
C (-5.131, -1.621, -1.647)
C (-5.020, -2.811, -2.391)
C (-5.951, -3.831, -2.209)
C (-7.038, -3.647, -1.347)
C (-7.155, -2.464, -0.611)
C (-6.176, -1.476, -0.720)
C (-3.256, -0.143, -1.079)
C (-3.350, -0.436, 0.295)
C (-2.284, -0.177, 1.143)
C (-1.083, 0.303, 0.614)
C (0.129, 0.491, 1.517)
C (1.459, 0.180, 0.839)
C (2.623, 0.774, 1.329)
C (3.834, 0.609, 0.675)
C (3.940, -0.301, -0.397)
N (5.161, -0.581, -0.961)
C (6.349, 0.235, -0.667)
C (6.429, 1.361, -1.657)
F (7.572, 2.089, -1.567)
F (6.345, 0.865, -2.941)
F (5.360, 2.211, -1.500)
C (5.435, -1.778, -1.668)
C (5.082, -1.893, -3.023)
C (5.662, -2.890, -3.804)
C (6.499, -3.847, -3.218)
C (6.777, -3.786, -1.849)
C (6.278, -2.741, -1.082)
C (2.782, -0.977, -0.844)
C (1.568, -0.766, -0.198)
C (-1.021, 0.702, -0.718)
C (-2.082, 0.454, -1.579)
H (-5.021, -0.601, -3.884)
H (-3.418, 0.211, -3.743)
H (-4.177, -2.921, -3.078)
H (-5.821, -4.773, -2.742)
H (-7.796, -4.423, -1.249)
H (-8.000, -2.308, 0.060)
H (-6.217, -0.571, -0.111)
H (-4.258, -0.883, 0.702)
H (-2.359, -0.382, 2.219)
H (0.008, -0.168, 2.388)
H (2.606, 1.382, 2.235)
H (4.698, 1.162, 1.034)
H (6.303, 0.635, 0.345)
H (7.237, -0.389, -0.801)
H (4.397, -1.165, -3.451)
H (5.459, -2.919, -4.871)
H (6.946, -4.628, -3.836)
H (7.393, -4.550, -1.379)
H (6.527, -2.644, -0.020)
H (2.838, -1.667, -1.687)
H (0.690, -1.345, -0.500)
H (-0.116, 1.172, -1.106)
H (-1.973, 0.681, -2.632)
C (-2.476, 1.672, 6.359)
C (-1.615, 2.279, 5.293)
C (-1.134, 1.560, 4.175)
C (-0.412, 2.271, 3.227)
C (-0.168, 3.623, 3.330)
C (-0.576, 4.343, 4.448)
C (-1.300, 3.642, 5.423)
N (0.454, 3.996, 2.130)
C (0.610, 2.920, 1.347)
N (0.159, 1.846, 2.017)
H (-2.777, 2.462, 7.054)
H (-3.385, 1.218, 5.952)
H (-1.955, 0.905, 6.942)
H (-1.317, 0.496, 4.013)
H (-0.346, 5.405, 4.555)
H (-1.663, 4.155, 6.315)
H (0.740, 4.936, 1.887)
H (1.157, 2.886, 0.412)

- F_max (eV/A) = 1.731
- SMILES = Cc1ccc2[nH]c[n+](C(c3ccc(N(CC(F)(F)F)c4ccccc4)cc3)c3ccc(N(CC(F)(F)F)c4ccccc4)cc3)c2c1
- E (Eh) = -2246.603906
- charge = +1
- relative energy (zero: lowest compared OMol25 entry of this formula, charge and spin) (kJ/mol) = 0.0
- 2S+1 = 1

Density functional theory data (ωB97M-V/def2-TZVPD) for a structure of composition C37H32Cl3FNO2PRhS3Si in a non-equilibrium geometry.

Atoms and positions in Å:
Rh (-0.275, -0.699, -0.947)
C (0.185, -2.745, 1.359)
Si (-0.650, -1.182, 1.956)
C (-2.480, -1.407, 2.168)
C (-0.026, -0.958, 3.706)
N (-0.325, 0.123, 0.800)
C (-0.223, 1.492, 1.123)
C (-0.606, 1.925, 2.405)
C (-0.531, 3.239, 2.839)
C (-0.080, 4.231, 1.983)
C (0.269, 3.851, 0.697)
C (0.187, 2.535, 0.286)
F (0.572, 2.316, -0.987)
H (-0.515, -3.585, 1.292)
H (0.956, -3.004, 2.088)
H (0.688, -2.680, 0.391)
H (-2.684, -2.240, 2.851)
H (-3.026, -1.584, 1.245)
H (-2.876, -0.493, 2.627)
H (-0.037, -1.967, 4.136)
H (-0.654, -0.321, 4.332)
H (0.998, -0.577, 3.736)
H (-0.979, 1.192, 3.101)
H (-0.836, 3.476, 3.852)
H (-0.002, 5.263, 2.300)
H (0.636, 4.569, -0.026)
Cl (-2.661, -7.618, -1.720)
C (-1.833, -6.075, -1.839)
C (-2.509, -4.911, -1.529)
C (-1.822, -3.717, -1.631)
Cl (-2.656, -2.222, -1.288)
C (-0.479, -3.587, -2.019)
O (0.160, -2.458, -2.081)
C (0.139, -4.813, -2.339)
Cl (1.794, -4.793, -2.885)
C (-0.513, -6.030, -2.249)
H (-3.544, -4.926, -1.215)
H (0.016, -6.938, -2.504)
S (2.964, 0.871, 1.872)
P (3.213, -0.240, 0.303)
S (1.933, -0.312, -1.337)
C (4.778, 0.183, -0.556)
C (4.899, 0.449, -1.915)
C (6.143, 0.751, -2.464)
C (7.271, 0.784, -1.662)
C (7.156, 0.518, -0.301)
C (5.920, 0.223, 0.247)
C (3.499, -1.984, 0.771)
C (3.705, -2.957, -0.207)
C (4.007, -4.260, 0.156)
C (4.101, -4.606, 1.498)
C (3.891, -3.644, 2.475)
C (3.596, -2.335, 2.113)
H (4.024, 0.434, -2.551)
H (6.224, 0.960, -3.524)
H (8.237, 1.021, -2.089)
H (8.033, 0.547, 0.334)
H (5.827, 0.035, 1.310)
H (3.606, -2.697, -1.255)
H (4.153, -5.011, -0.610)
H (4.330, -5.626, 1.781)
H (3.956, -3.911, 3.523)
H (3.432, -1.569, 2.862)
C (-5.799, 6.305, -2.839)
C (-6.818, 6.474, -1.741)
O (-7.644, 7.349, -1.762)
S (-6.821, 5.407, -0.296)
C (-5.527, 4.244, -0.597)
C (-5.799, 3.038, -1.241)
C (-4.784, 2.122, -1.473)
C (-3.481, 2.394, -1.060)
C (-3.213, 3.593, -0.397)
C (-4.229, 4.507, -0.165)
C (-2.410, 1.452, -1.260)
C (-1.490, 0.678, -1.395)
H (-6.275, 6.595, -3.773)
H (-5.385, 5.303, -2.908)
H (-4.982, 7.000, -2.636)
H (-6.810, 2.823, -1.562)
H (-4.991, 1.187, -1.978)
H (-2.203, 3.788, -0.057)
H (-4.013, 5.433, 0.353)

- F_max (eV/A) = 2.043
- E (Eh) = -5050.903025
- charge = -1
- relative energy (zero: lowest compared OMol25 entry of this formula, charge and spin) (kJ/mol) = 90.7
- 2S+1 = 1

Density functional theory data (ωB97M-V/def2-TZVPD) for a structure of composition C37H32ClN7O3S2Yb in a non-equilibrium geometry.

Atoms and positions in Å:
Yb (1.180, -0.477, -0.080)
Cl (-0.354, 1.361, 7.098)
C (-0.403, 1.149, 5.362)
C (-0.795, 2.226, 4.567)
C (-0.848, 2.001, 3.196)
C (-0.507, 0.781, 2.667)
O (-0.666, 0.659, 1.244)
C (-0.038, -0.312, 3.428)
C (0.515, -1.558, 3.011)
N (0.873, -1.921, 1.783)
C (1.364, -3.208, 1.611)
C (1.221, -4.238, 2.524)
C (1.785, -5.516, 2.318)
C (2.488, -5.806, 1.191)
C (2.626, -4.801, 0.195)
C (3.291, -5.054, -1.025)
C (3.395, -4.081, -1.969)
C (2.833, -2.819, -1.689)
N (2.199, -2.555, -0.577)
C (2.068, -3.523, 0.382)
C (-0.048, -0.063, 4.832)
H (-1.052, 3.179, 5.001)
H (-1.185, 2.779, 2.521)
H (0.758, -2.204, 3.853)
H (0.631, -4.087, 3.416)
H (1.641, -6.276, 3.077)
H (2.921, -6.784, 1.023)
H (3.708, -6.041, -1.194)
H (3.890, -4.249, -2.915)
H (2.911, -2.006, -2.401)
H (0.267, -0.859, 5.495)
N (2.384, 1.043, 1.920)
C (2.242, 2.224, 1.043)
C (2.508, 3.558, 1.722)
C (2.385, 4.796, 0.833)
C (1.029, 5.031, 0.167)
N (0.537, 3.951, -0.693)
C (0.918, 3.731, -2.011)
N (0.276, 3.043, -2.880)
N (2.124, 4.331, -2.364)
C (3.103, 1.912, -0.196)
O (3.992, 2.695, -0.544)
O (2.788, 0.810, -0.745)
H (1.873, 1.188, 2.784)
H (3.362, 0.928, 2.169)
H (1.209, 2.233, 0.702)
H (3.516, 3.537, 2.148)
H (1.814, 3.634, 2.571)
H (3.180, 4.781, 0.094)
H (2.580, 5.682, 1.450)
H (1.073, 5.969, -0.394)
H (0.270, 5.167, 0.942)
H (-0.381, 3.599, -0.482)
H (-0.601, 2.693, -2.499)
H (0.671, 0.906, -3.216)
H (2.886, 4.138, -1.720)
H (2.371, 4.026, -3.295)
S (1.531, -0.065, -3.545)
C (0.379, -1.350, -3.917)
C (0.614, -2.110, -5.063)
C (-0.164, -3.216, -5.363)
C (-1.209, -3.547, -4.508)
C (-1.455, -2.787, -3.378)
C (-0.670, -1.674, -3.035)
S (-1.055, -0.757, -1.587)
H (1.422, -1.816, -5.723)
H (0.034, -3.799, -6.254)
H (-1.838, -4.403, -4.725)
H (-2.269, -3.050, -2.713)
N (-9.490, 0.175, -1.652)
C (-8.402, 0.278, -1.296)
C (-7.032, 0.408, -0.843)
C (-6.350, 1.605, -1.034)
C (-5.046, 1.727, -0.588)
C (-4.412, 0.662, 0.049)
C (-5.102, -0.538, 0.221)
C (-6.407, -0.666, -0.219)
C (-3.054, 0.773, 0.508)
C (-1.922, 0.738, 0.884)
H (-6.841, 2.430, -1.531)
H (-4.502, 2.649, -0.740)
H (-4.596, -1.370, 0.691)
H (-6.942, -1.597, -0.087)

- F_max (eV/A) = 1.449
- E (Eh) = -4453.576009
- charge = -1
- relative energy (zero: lowest compared OMol25 entry of this formula, charge and spin) (kJ/mol) = 277.1
- 2S+1 = 2